Entry 1:
The following is a DFT calculation (ωB97M-V/def2-TZVPD) of C3H6N2 in the gas phase in a non-equilibrium geometry.

Atoms and positions in Å:
C1 0.365740 -0.862337 -0.076477
C2 -1.138242 -0.367958 0.051653
C3 0.225358 1.337272 -0.061355
H1 0.712164 -1.566815 0.695600
H2 0.479996 -1.514717 -0.905531
H3 -1.665567 -0.541436 1.001898
H4 -1.826212 -0.530408 -0.868650
H5 0.609950 2.385312 -0.062525
H6 2.117900 0.329090 0.200225
N1 -1.005228 1.042799 -0.003771
N2 1.124146 0.289202 0.028930

Cartesian forces (eV/Å) of the 3 atoms listed first:
-1.50 -3.54 1.89
-0.46 -0.24 -1.24
0.91 1.61 0.81

Lowest unoccupied orbital energy ... 1.03 eV
ΔE to the lowest compared entry with this formula, charge and spin ... 124.9 kJ/mol
SMILES ... C1=NCCN1
HOMO ... -8.25 eV


Entry 2:
The following is a DFT calculation (ωB97M-V/def2-TZVPD) of a molecular structure, C41H43BrN3O2Pd in a non-equilibrium geometry.

Atoms and positions in Å:
Pd1 -0.093848 0.563378 0.466638
C1 -2.697330 1.620245 -3.317823
C2 -2.235758 0.272138 -2.745949
C3 -1.975444 -0.689120 -3.914809
C4 -3.246058 -0.269836 -1.744496
C5 -4.263560 -1.092374 -2.219203
C6 -5.249772 -1.569413 -1.376276
C7 -5.236057 -1.188476 -0.048561
C8 -4.252670 -0.348888 0.476645
C9 -4.433987 0.025508 1.945137
C10 -3.403627 -0.675269 2.818674
C11 -4.449705 1.534493 2.248600
C12 -3.217097 0.086094 -0.375457
N1 -2.169047 0.964394 0.073006
C13 -2.445199 2.285185 -0.048444
O1 -3.520466 2.809511 -0.337381
C14 -1.253551 3.199176 0.117081
C15 -1.290832 4.575772 0.029206
C16 -0.084582 5.264594 0.101321
C17 1.118368 4.576314 0.233908
C18 1.068458 3.202018 0.312037
N2 -0.097313 2.582896 0.265214
C19 2.267355 2.280912 0.362986
O2 3.389989 2.779847 0.363757
N3 1.944971 0.966981 0.301299
C20 2.996267 0.033586 0.045467
C21 3.490951 -0.091626 -1.262840
C22 4.520640 -0.995739 -1.508056
C23 5.032297 -1.787145 -0.494374
C24 4.533860 -1.657109 0.792683
C25 3.532370 -0.736308 1.088332
C26 3.079973 -0.514336 2.517930
C27 3.126195 -1.780432 3.369807
C28 3.899505 0.603159 3.170471
C29 2.977044 0.769135 -2.402413
C30 2.780574 -0.024103 -3.698174
C31 3.917668 1.953052 -2.657696
H1 -1.922900 2.046673 -3.964391
H2 -2.935333 2.336292 -2.532528
H3 -3.599127 1.471035 -3.920617
H4 -1.300811 0.432546 -2.215248
H5 -2.801584 -0.669421 -4.632428
H6 -1.848694 -1.718553 -3.578603
H7 -1.072833 -0.385044 -4.454716
H8 -4.285057 -1.364917 -3.268280
H9 -6.033124 -2.217606 -1.755469
H10 -6.027195 -1.531101 0.612506
H11 -5.415206 -0.369982 2.211541
H12 -2.415169 -0.337444 2.537579
H13 -3.449431 -1.763994 2.708765
H14 -3.544991 -0.419635 3.875277
H15 -3.456184 1.880973 2.543787
H16 -5.133110 1.736924 3.079821
H17 -4.766541 2.122678 1.388984
H18 -2.247943 5.062480 -0.101510
H19 -0.079830 6.346350 0.038714
H20 2.081812 5.065519 0.276570
H21 4.925143 -1.086598 -2.511101
H22 5.824074 -2.497784 -0.704021
H23 4.947019 -2.270551 1.585608
H24 2.051397 -0.173035 2.486081
H25 4.154215 -2.102534 3.564387
H26 2.589127 -2.606246 2.892709
H27 2.653539 -1.585647 4.338080
H28 4.933412 0.271288 3.324783
H29 3.467174 0.870647 4.139620
H30 3.921024 1.496366 2.545068
H31 2.008129 1.165416 -2.101650
H32 3.738865 -0.339973 -4.121006
H33 2.282212 0.598705 -4.447559
H34 2.178310 -0.916792 -3.535213
H35 4.880174 1.590771 -3.036629
H36 4.098453 2.513520 -1.739471
H37 3.491447 2.630036 -3.406192
Br1 -0.140807 1.367740 3.187577
C32 -0.044038 -1.191434 2.024157
C33 -0.150965 -1.652480 3.281545
C34 -0.166536 -3.078601 3.407527
C35 -0.088135 -3.931252 2.329914
C36 0.004433 -3.404908 1.015773
C37 0.107671 -4.109123 -0.213842
C38 0.199914 -3.406339 -1.391923
C39 0.170690 -1.977036 -1.443563
C40 0.053104 -1.296854 -0.277196
C41 0.001667 -2.011136 0.906193
H38 -0.208033 -1.005937 4.145503
H39 -0.243498 -3.486987 4.408095
H40 -0.099369 -5.006660 2.478036
H41 0.120133 -5.194615 -0.211306
H42 0.289812 -3.952887 -2.324703
H43 0.242884 -1.471022 -2.393247

Cartesian forces (eV/Å) of the 3 atoms listed first:
0.17 -0.60 0.87
0.03 0.02 0.05
-0.15 -0.07 -0.08

Net charge ... -1
Lowest unoccupied orbital energy (alpha / beta) ... 1.29 / 1.29 eV
HOMO (alpha / beta) ... -5.51 / -5.51 eV


Entry 3:
The following is a DFT calculation (ωB97M-V/def2-TZVPD) of a molecular structure, C33H28BCl2N4O8S2W.

Atoms and positions in Å:
W1 0.660927 1.340306 -0.638065
O1 -3.342130 2.805415 3.900850
C1 -2.443604 2.548931 2.921889
C2 -2.545188 3.109753 1.653274
C3 -1.596484 2.738412 0.718818
N1 -0.718398 1.784236 0.991547
C4 -0.429374 1.507224 2.260630
C5 -1.297941 1.818779 3.273413
C6 1.075788 1.297545 2.357558
O2 1.623149 1.009778 3.398080
O3 1.643480 1.611975 1.227370
C7 -1.116991 3.600024 -0.442145
O4 -1.799089 4.459684 -0.946311
O5 0.155395 3.360422 -0.676233
H1 -4.072364 3.317005 3.534518
H2 -3.277931 3.865932 1.403857
H3 -1.052274 1.608465 4.304263
C8 -0.922924 -2.116654 3.972018
C9 0.189101 -3.164301 3.935246
C10 -0.433716 -4.561617 3.822819
C11 0.955801 -3.064898 5.262859
C12 1.173308 -2.926917 2.786367
C13 2.312262 -3.749002 2.701138
C14 3.327882 -3.500141 1.805673
C15 3.209615 -2.397876 0.966905
S1 4.384741 -1.714598 -0.102724
C16 3.274291 -0.432587 -0.467436
N2 2.112747 -0.524570 0.102722
C17 2.055437 -1.611394 0.969713
C18 1.031519 -1.890406 1.878517
C19 3.628228 0.732703 -1.272510
C20 4.870578 0.872239 -1.884296
C21 5.162038 2.047820 -2.554963
C22 4.217607 3.066800 -2.604318
C23 2.975203 2.907384 -2.003848
C24 2.650662 1.731488 -1.328172
H4 -1.558150 -2.292362 4.843353
H5 -1.556256 -2.149343 3.085574
H6 -0.507082 -1.110713 4.055198
H7 -1.135305 -4.728274 4.644203
H8 0.326852 -5.343347 3.866724
H9 -0.978842 -4.681442 2.885516
H10 0.266476 -3.194730 6.101103
H11 1.430742 -2.086487 5.355356
H12 1.730875 -3.828217 5.345751
H13 2.419052 -4.582130 3.384710
H14 4.212901 -4.122869 1.785733
H15 0.164397 -1.249405 1.888671
H16 5.606784 0.076687 -1.843492
H17 6.122851 2.172218 -3.038907
H18 4.450823 3.987972 -3.126166
H19 2.236684 3.696739 -2.069594
Cl1 -1.471241 -3.755400 -1.231595
C25 -1.898909 -3.190200 0.381573
Cl2 -2.018681 -1.429804 0.454422
H20 -1.110824 -3.491417 1.062671
H21 -2.856172 -3.613971 0.662221
B1 0.488385 -2.139188 -3.996997
C26 0.555062 -1.168432 -2.751406
N3 0.626338 -0.397712 -1.894429
H22 -0.054862 -1.494012 -4.872728
H23 -0.155400 -3.117910 -3.695831
H24 1.633524 -2.412904 -4.292758
O6 0.246543 1.964745 -2.816124
C27 -0.985988 1.776722 -2.810174
N4 -1.528003 1.191245 -1.747000
S2 -3.146520 0.978261 -1.919012
O7 -3.493958 -0.388080 -2.168053
O8 -3.851250 1.673787 -0.876695
C28 -3.230284 1.862725 -3.460608
C29 -4.334910 2.160277 -4.229424
C30 -4.110150 2.837765 -5.422828
C31 -2.823450 3.189136 -5.821665
C32 -1.721441 2.874064 -5.036600
C33 -1.951397 2.204543 -3.850937
H25 -5.332294 1.882629 -3.916683
H26 -4.950366 3.097481 -6.054334
H27 -2.682934 3.715228 -6.756952
H28 -0.715002 3.138793 -5.330820

Cartesian forces (eV/Å) of the 3 atoms listed first:
0.74 -0.05 0.07
-0.03 0.01 0.00
-0.02 0.01 0.04

Net charge ... -1
Lowest unoccupied orbital energy (alpha / beta) ... 2.08 / 2.08 eV
ΔE to the lowest compared entry with this formula, charge and spin ... 228.8 kJ/mol
HOMO (alpha / beta) ... -4.49 / -4.48 eV


Entry 4:
The following is a DFT calculation (ωB97M-V/def2-TZVPD) of 2 unconnected molecules or ions with the total composition C7H14NO in a non-equilibrium geometry.

Atoms and positions in Å:
C1 0.205167 -0.054668 2.594358
C2 -0.628249 0.672640 2.128323
C3 1.067030 -1.019126 3.225729
C4 -0.658897 1.557546 -2.775972
C5 1.078082 -0.929681 -0.685211
C6 -0.368599 1.639473 -1.282654
C7 -0.355164 -0.686879 -0.483767
N1 -1.181092 -1.678650 -0.275884
O1 -1.023187 0.458031 -0.578475
H1 0.311604 -1.724357 3.789527
H2 1.618047 -1.525416 2.468526
H3 1.601397 -0.489841 3.878380
H4 -1.082560 2.518805 -3.106466
H5 0.306474 1.419022 -3.336401
H6 -1.223837 0.760462 -3.197034
H7 1.385279 -1.967596 -0.976213
H8 1.620696 -0.821836 0.279361
H9 1.286124 -0.079967 -1.331592
H10 -0.840503 2.657531 -0.949794
H11 0.625259 1.795463 -0.999498
H12 -2.227210 -1.522407 -0.015887
H13 -0.670517 -2.526251 -0.002375
H14 -0.845344 1.547704 1.633019

Cartesian forces (eV/Å) of the 3 atoms listed first:
-0.69 -0.19 -0.19
1.17 -0.31 0.44
-4.56 -2.51 -0.94

Net charge ... +1
Lowest unoccupied orbital energy ... -3.56 eV
ΔE to the lowest compared entry with this formula, charge and spin ... 409.2 kJ/mol
HOMO ... -13.49 eV


no.,calculated total energy (Ha)
1,-227.37727
2,-4604.87478
3,-3904.15262
4,-404.74156